Density functional theory data (ωB97M-V/def2-TZVPD) for a structure of composition C47H46Cl3FN2O8STi at a distorted geometry.

Structure (ORCA input):
```
! wB97M-V def2-TZVPD RIJCOSX def2/J DEFGRID3
* xyz -2 3
C -0.204 0.783 2.590
C 5.332 -0.525 2.492
C 0.020 -4.554 0.578
C 1.129 1.915 5.989
C -5.359 0.409 -1.031
C 2.743 -0.689 -0.052
C 1.091 2.647 -0.524
H 1.774 -3.559 -1.645
H 5.697 -1.704 -2.356
O -2.164 1.494 -1.479
N 1.465 -0.301 -2.129
H 2.101 1.434 6.146
H 1.777 -0.350 -6.179
C 3.680 -1.017 -2.253
H 0.087 -2.592 1.591
C -1.489 1.053 -4.673
H -2.435 1.431 -4.290
O -0.513 0.297 0.291
H 0.013 0.542 -7.677
C 4.101 -1.307 2.010
H 1.972 3.893 6.274
C 2.578 -0.646 -1.445
H 3.419 -3.343 1.863
C -0.024 1.074 1.192
C -5.383 0.186 -3.408
H 1.913 3.839 1.655
H 1.923 4.483 3.836
H -7.443 1.799 -3.336
O 1.894 3.556 -0.724
H -1.274 -2.826 0.448
H -4.224 -0.359 1.195
O -2.550 -3.004 -2.071
H 5.929 -1.843 0.086
C 2.901 -0.812 2.821
C -3.708 -1.259 -4.603
H -2.645 -0.189 0.411
C 0.704 -3.440 -1.422
O -3.312 2.580 0.111
Ti -0.422 0.435 -1.704
C -3.683 -0.914 -2.123
C 1.328 3.364 5.567
H -0.767 -5.124 1.069
H -4.039 -0.721 -5.491
C 1.946 3.436 4.172
H -6.854 2.613 -1.882
C 1.325 2.966 1.891
H 0.360 3.868 5.547
H 3.803 3.073 3.142
C 4.993 -1.496 -0.330
H -4.035 -2.297 -4.678
H 2.001 -1.373 2.586
C -5.931 0.725 -2.255
N 1.169 2.667 3.223
C -0.133 0.541 -6.602
H 4.313 -3.011 3.352
H 1.903 -0.398 0.554
F -1.797 -1.754 4.695
H 3.104 -0.940 3.886
C 0.788 2.224 0.888
C -2.660 2.476 -0.906
C 1.648 -0.337 -3.463
H -5.770 0.832 -0.125
C -7.116 1.646 -2.310
H 2.711 0.240 2.634
H 6.244 -0.872 2.014
H 0.592 1.872 6.941
C 0.854 0.054 -5.774
H 5.206 0.530 2.261
C -0.216 -3.047 0.646
C 0.670 0.096 -4.377
C -0.524 0.609 -3.781
C -0.406 0.048 5.302
Cl -1.995 5.139 -0.591
O -1.339 -1.143 -1.925
H -1.487 -0.906 2.234
C -2.438 -1.780 -2.033
C -3.606 -0.707 0.370
H 0.982 -4.811 1.029
H -0.958 -4.797 -1.327
H 0.193 -3.052 -2.310
Cl -1.228 3.711 -2.976
C 4.874 -1.430 -1.712
Cl -4.001 4.286 -2.439
C 0.060 -4.748 -0.937
H -3.423 -1.778 0.476
C 3.929 -1.133 0.505
C 0.363 1.168 4.933
H 5.177 -3.194 1.819
H 3.490 1.931 4.439
C -1.058 -0.661 4.319
C -1.310 1.042 -6.058
C -4.241 -0.405 -0.948
C -4.268 -0.641 -3.356
H 5.451 -0.631 3.570
C 4.271 -2.810 2.282
C 0.446 1.545 3.597
C -2.448 3.861 -1.716
H 4.011 3.582 4.825
C 3.410 2.975 4.151
C -0.979 -0.330 2.986
O 0.470 2.020 -1.451
H -0.477 -0.248 6.338
H 0.622 -5.628 -1.252
O 0.595 -2.498 -0.367
S 3.271 -0.886 -3.944
H -2.621 -1.249 -4.570
H -5.825 0.425 -4.367
H -2.088 1.425 -6.711
H -7.944 1.230 -1.735
*
```

HOMO (alpha / beta) = -0.034 / -2.857 eV
HOMO-LUMO gap (alpha / beta) = 4.05 / 6.85 eV